# C38H68FIN4O10

A 9-piece molecular cluster, C38H68FIN4O10 overall in a non-equilibrium geometry (ωB97M-V with the def2-TZVPD basis set, the OMol25 dataset).

Geometry as XYZ:
```
122
Properties=species:S:1:pos:R:3:forces:R:3:mulliken_charge:R:1
C -1.501384 -2.562999 6.936114 0.0578 -0.0529 -0.0726 0.912
H -4.478823 -0.605710 -2.291159 0.0948 -0.0129 -0.0270 0.190
C -0.246401 3.125331 -3.124874 0.0343 -0.0380 0.0320 0.925
C 1.117419 -1.783040 -0.463167 -1.4559 -0.0643 -0.2973 1.006
H 1.785861 -2.607752 -0.693705 0.4787 0.0668 0.2072 0.414
O -1.870900 -2.592742 5.786287 -0.1271 0.0764 -0.1254 -0.542
H 1.990063 2.324565 2.823381 0.2501 0.2330 -0.2056 1.106
H 0.476864 -2.648449 7.756874 -0.0209 -0.0665 0.1539 0.311
H 0.129302 -3.842622 6.490921 0.0148 -0.0261 0.0165 0.188
C 1.307734 0.692751 4.035104 -1.0063 0.7353 -0.7602 0.014
C -0.409296 7.356987 7.365768 0.0998 -0.0754 0.1995 -1.069
H -0.362257 7.249047 8.446841 0.0202 -0.0109 0.0013 0.294
H -3.723718 -3.390964 -6.518906 0.0801 0.0751 -0.1524 0.321
C 2.829903 1.405017 0.594952 -0.0517 0.3480 -0.9777 -1.249
O 4.249033 -2.770324 -5.603540 0.0342 -0.0584 -0.2104 -0.503
O -3.502193 -1.686901 -3.963877 -0.1031 -0.3920 0.0251 -0.532
H -0.461625 8.418362 7.118461 -0.1212 -0.0296 -0.1192 0.322
C 6.491198 -2.904344 -4.819195 -0.0920 -0.0607 -0.2860 -1.189
H 0.794149 3.463280 -4.968885 0.0942 0.1195 0.0443 0.407
H -1.255854 -2.531755 -5.900285 -0.8280 1.0490 1.3750 0.277
C -3.141947 -1.892337 -5.101604 0.6404 0.4103 -0.0923 0.736
H -1.564014 -1.014178 8.414585 0.0247 -0.0874 0.1266 0.306
H -3.813553 0.162283 0.373813 -0.1668 -0.0513 -0.0196 0.059
C -0.073265 0.044782 3.955657 -0.0258 -0.1411 0.5521 -1.212
C 1.229731 -1.273846 0.981191 0.2455 -0.3516 -0.6940 -1.442
N 4.320154 -1.421686 -0.442385 -0.2225 0.3855 0.9706 -0.558
H -4.506594 -0.798335 1.710615 -0.0709 0.0130 -0.1415 0.418
H -2.779924 -0.391340 1.704842 -0.0208 -0.0127 0.0649 -0.063
H -0.058873 -0.990639 3.632030 0.2555 -0.1882 0.0031 0.020
C 1.663923 1.304976 2.665563 0.3666 -0.0550 0.5087 -2.699
H -0.614608 -2.878589 0.313040 -0.1921 -0.3216 0.0155 0.465
H -7.924490 0.954862 -1.769750 -0.0273 -0.0418 -0.1611 0.338
C 0.283517 -3.239197 -7.731839 0.6918 -0.2307 -0.3505 0.794
H 0.649283 0.178719 -1.086438 -0.2714 0.2419 -0.2531 0.409
O -4.976366 1.476844 -1.039683 -0.1130 0.2043 -0.1390 -0.548
C 0.941120 6.792636 5.244649 0.2137 -0.1165 0.0535 -1.036
H -0.824741 5.128981 -3.623925 0.1449 0.0760 0.0066 0.361
C -5.391792 1.899095 1.987498 0.0864 0.2787 0.2624 -1.137
H 0.230357 4.995676 -2.193653 0.0477 0.0777 -0.1266 0.333
H -5.489793 -0.073937 -3.635433 -0.0958 -0.1049 -0.0412 0.305
H 0.515393 -0.464503 1.069682 0.0302 0.3502 0.1506 0.115
C 0.400321 -2.676586 -9.127937 -0.3043 0.1303 0.1654 -1.179
O -0.891389 2.182827 -2.734100 -0.0514 -0.0889 0.0316 -0.484
H -0.538665 0.087044 4.930256 -0.2358 -0.3237 0.1909 0.627
H 2.205234 -0.319683 -1.665116 0.1835 0.0173 -0.3316 0.155
H 2.345809 -3.317784 -7.154886 0.0957 -0.1000 -0.0731 0.299
H -3.084232 -1.268645 7.538589 0.0065 -0.0018 -0.0207 0.313
H -4.188511 -1.730618 -6.965455 0.1136 -0.0932 -0.0997 0.330
H 0.830981 -2.065550 1.603892 0.1036 -0.0570 0.3473 0.475
H 0.106023 6.261224 4.785326 -0.0686 0.1498 -0.0497 0.307
H -5.071636 -2.590843 -5.690183 -0.0154 0.0010 0.0187 0.330
H 1.093738 1.881940 -4.223162 -0.0139 -0.0134 0.0215 0.188
F 3.161870 -3.896662 4.973931 -0.5260 -0.2773 -0.7546 -0.287
N 2.831571 1.972293 -0.410307 -0.0352 -0.3900 0.7514 -0.577
H 0.579779 -3.482241 -9.841232 0.1565 0.0332 0.0167 0.366
H -0.370746 -3.009535 -1.458447 -0.0728 -0.2711 -0.0434 0.443
H -0.737840 0.573506 3.282219 -0.0455 0.3400 -0.0528 0.296
H 4.919674 0.262317 2.253848 0.0500 -0.4089 0.1909 0.481
C 4.156128 0.955083 2.581039 0.0153 0.9495 -0.6508 -1.134
C -2.229510 -1.767165 7.989651 -0.1451 0.0514 -0.2122 -1.223
H -6.194432 1.218225 2.278690 -0.0210 -0.0403 -0.1592 0.318
O -0.726523 -3.098270 -7.079979 1.0019 -2.1603 -2.8779 -0.491
C 3.103133 -1.750450 2.657950 1.0199 -0.1683 0.0108 -1.052
C -7.125946 1.645377 -2.044890 0.1228 0.2068 0.2176 -1.317
H 2.071067 0.071922 4.476743 0.1053 -0.1361 0.1233 0.180
C -5.781995 0.999375 -1.807801 0.0777 -0.2265 -0.1567 0.954
H 4.014493 0.923961 3.654441 -0.0250 -0.4405 0.1916 0.378
H 0.952620 7.829818 4.905638 -0.1835 -0.0126 -0.0550 0.368
H -5.498709 2.174021 0.937157 -0.0588 -0.1869 0.0795 0.180
H 6.795187 -3.700227 -4.137991 0.0634 0.1149 0.1114 0.327
C -4.053995 1.238998 2.205074 0.1164 -0.1882 -0.1015 0.927
H -5.455076 2.798445 2.597734 0.0285 -0.0366 0.0635 0.353
C 2.805602 0.658571 1.866864 -0.0512 0.2260 -0.0055 2.199
I 1.119359 2.366354 5.430696 0.2320 -0.1950 0.0485 0.090
H 4.732155 -2.959033 -2.573476 0.1675 0.1151 0.0957 0.365
O -3.220145 1.698040 2.952312 0.0343 0.2192 0.1189 -0.551
H -0.537587 -4.073539 8.117240 0.0776 0.0960 0.1265 0.403
N 2.132563 -2.328505 3.570934 0.5840 -1.1147 -0.3370 0.027
H 1.263408 -4.327995 -6.185745 0.0218 -0.0063 0.0214 0.269
H -0.525164 -2.169972 -9.392686 -0.0112 -0.0014 -0.0041 0.301
H -1.006982 -1.547130 -0.783025 -0.2599 0.1280 0.1562 0.407
H 0.711349 -0.980243 -2.418350 0.0693 0.0398 -0.3126 0.369
N 4.564189 2.336870 2.243636 0.0914 -0.4703 0.5165 -0.519
C 0.823152 6.741473 6.748223 0.0258 -0.0186 -0.0135 0.820
C -4.092639 -2.437226 -6.139782 -0.2152 -0.0302 0.2071 -1.217
C 2.769623 -2.637835 4.784607 0.6481 1.9859 2.5456 0.578
H -1.303695 6.851468 6.998532 -0.0328 0.1282 -0.1076 0.303
H 0.765090 1.392537 2.071426 -0.2062 -0.1012 -0.1906 0.746
H -1.156736 -1.226672 -4.703934 -0.1352 0.2305 0.1719 0.120
C -0.276950 -3.331528 7.361192 0.0613 -0.0162 -0.1525 -1.048
H 1.870351 6.315220 4.942359 -0.0016 -0.0232 0.0127 0.245
C 2.638825 -0.866950 1.477598 -0.1633 -0.0944 0.7269 4.074
C 1.479784 -3.979684 -7.192687 -0.2666 0.1229 0.1937 -1.043
H -7.227387 1.918947 -3.095872 -0.0940 -0.1308 -0.0303 0.374
H -1.725316 -0.873812 -6.345049 0.0344 -0.1590 -0.1737 0.280
C -1.728072 -1.614699 -5.544319 -0.8911 0.9015 1.6115 -0.653
O 4.271937 -1.997791 2.806033 -0.5129 0.3140 0.1947 -0.504
O 1.679161 6.228975 7.428906 0.0425 -0.0420 0.0596 -0.546
C 5.013013 -2.637202 -4.673446 -0.1507 0.0498 0.1164 0.533
C 1.192953 -0.663961 -1.502453 0.4152 -0.1030 0.7278 -1.551
H 1.879441 -3.229181 3.161318 -0.5145 0.1879 -0.2537 0.349
H 3.442458 -2.045182 -3.373194 -0.0022 0.0205 0.0360 0.099
O 2.962304 -1.842909 5.667493 -0.3053 -0.8841 -1.4300 -0.453
H 1.221988 -1.960601 -9.173483 0.1028 -0.1135 -0.0690 0.323
H 1.846316 3.331547 -3.534905 -0.0020 0.1087 -0.0694 0.332
C 0.951950 2.941615 -4.023157 -0.0353 -0.2011 0.0026 -1.123
C -5.466479 -0.265308 -2.563966 -0.1397 0.3326 0.4481 -0.938
C 3.648390 -1.133806 0.449806 0.3557 -0.6101 -1.1769 -0.778
C -0.600731 4.539323 -2.733429 -0.1760 -0.0935 0.1235 -1.205
H -6.191633 -1.042755 -2.314167 -0.0928 0.0253 -0.1702 0.335
H 7.057254 -1.999016 -4.596104 0.0365 -0.0575 0.1573 0.322
H 4.993262 -1.262250 -3.029478 0.1151 -0.0886 0.1605 0.359
H 5.006335 2.736237 3.060131 0.0207 0.1972 0.0007 0.286
C -0.314476 -2.361172 -0.591629 0.4630 0.3518 -0.0546 -1.952
H -7.211261 2.544135 -1.437175 0.0065 0.0025 -0.0027 0.319
H -2.582360 -2.429953 8.781285 0.1245 0.0458 0.0995 0.392
C 4.518876 -2.197484 -3.321467 -0.1869 -0.0789 -0.3931 -0.655
C -3.774769 -0.033057 1.444175 0.2036 -0.0398 0.1246 -0.501
H -1.476475 4.526164 -2.088535 -0.0019 -0.0275 -0.0006 0.279
H 1.701769 -4.840979 -7.825403 0.0994 0.1009 -0.0804 0.370
H 5.279256 2.280711 1.531657 -0.0245 0.2468 -0.1819 0.225
H 6.704858 -3.212261 -5.840437 -0.0119 0.0010 -0.0046 0.324
```
Positions in Å, forces in eV/Å.

Computed properties:
E_LUMO: 0.05 eV
HOMO level: -8.915 eV
SMILES string: CC(C)C[C@](C#N)(C(=O)NC(=O)F)[C@](C#N)(CN)C[C@H](C)I.CC(C)=O.CC(C)=O.CC(C)=O.CC(C)=O.CC(C)=O.CC(C)=O.CC(C)=O.CC(C)=O
Net charge: 0
Gap between HOMO and LUMO: 8.967 eV
2S+1: 1
Total energy: -77760.1580 eV

# C5H12N3

C5H12N3 as an isolated structure in a non-equilibrium geometry (ωB97M-V with the def2-TZVPD basis set, the OMol25 dataset).

Geometry as XYZ:
```
20
Properties=species:S:1:pos:R:3:forces:R:3:mulliken_charge:R:1
H -0.817106 -1.660099 1.227999 -0.0897 0.1578 1.0664 0.335
H -1.796720 1.526881 -0.285692 0.7381 1.4460 -0.0522 0.299
C -0.972327 -0.880147 0.501196 1.6265 1.7124 2.4594 0.175
H 0.014596 1.273773 0.350301 0.6622 0.3207 -0.9780 0.277
C 1.104918 -0.885166 -0.753725 -1.3041 -1.3430 2.1293 -0.298
H -2.733061 -0.086080 1.334765 0.8049 -1.2256 0.8047 0.296
H 2.911242 1.501050 0.804850 0.1013 -1.0890 -0.0526 0.342
N -2.201689 -0.347509 0.516882 -0.8021 1.3193 -1.3890 -0.259
H 3.537597 0.091028 -0.116618 1.8880 -1.8398 -0.4736 0.347
H 2.286221 1.231803 -0.789681 1.0600 -1.0685 0.8726 0.347
C -0.144767 -1.268937 -0.629382 -1.8263 1.4871 -2.1024 -0.594
C -2.487359 0.755859 -0.435897 2.5930 -3.1693 0.1395 -0.954
H 1.690897 -0.745230 1.312615 0.3560 -0.5266 0.4619 0.338
H 1.707905 -1.331991 -1.502012 1.3275 0.3572 -0.3279 0.418
H -3.441395 1.024111 -0.299236 -3.4615 1.3185 0.4708 0.461
H -0.767262 -1.544296 -1.453847 0.3201 -1.1866 -0.7767 0.468
H -2.399234 0.292674 -1.379847 0.1591 0.1308 -1.5048 0.319
C 2.717016 0.654336 0.104245 -4.1363 4.7801 0.3780 -0.810
N 1.478572 -0.122074 0.555959 1.4456 -0.0877 -3.7670 0.378
N 0.311947 0.520015 0.937125 -1.4622 -1.4938 2.6418 -0.887
```
Positions in Å, forces in eV/Å.

Computed properties:
E_LUMO: -3.33 eV
HOMO level: -13.207 eV
Net charge: +1
Gap between HOMO and LUMO: 9.878 eV
2S+1: 1
Total energy: -9838.8286 eV

# C5H10O

One molecule with the formula C5H10O (ωB97M-V with the def2-TZVPD basis set, the OMol25 dataset).

Geometry as XYZ:
```
16
Properties=species:S:1:pos:R:3:forces:R:3:mulliken_charge:R:1
H -1.429876 0.898069 -0.605234 0.0124 -0.1166 0.1060 0.295
C 0.069841 -0.241932 0.531767 -0.1518 0.0761 -0.3133 -0.311
O 2.030429 -0.818453 -0.774647 -0.0312 -0.1911 -0.0427 -0.299
H -2.631334 -1.140674 0.255377 0.0571 0.1306 0.1218 0.307
H 3.721442 0.282551 -0.501340 -0.1112 -0.0389 0.0206 0.251
C 0.638877 -0.633447 -0.770541 -0.1561 0.1322 0.1078 -0.380
H -1.084724 1.371721 1.078576 -0.0021 -0.1221 -0.1152 0.259
C -2.398248 -0.309064 0.929091 -0.1004 -0.0574 0.0723 -1.158
H 2.358171 1.179825 -1.221879 0.0547 -0.0833 0.0978 0.315
C 2.639548 0.416366 -0.477738 0.2058 0.2231 0.0469 -0.736
C -1.205277 0.508805 0.403723 0.0297 -0.0569 -0.0672 -0.183
H 0.153118 -1.621280 -0.921318 -0.0230 0.1225 0.0919 0.249
H -3.279070 0.336655 0.988274 0.0968 -0.1416 -0.0006 0.332
H 0.343562 -0.016527 -1.645412 0.0297 0.0694 0.1613 0.384
H -2.187547 -0.717707 1.920971 -0.0219 0.0677 -0.1348 0.350
H 2.330995 0.761339 0.521559 0.1112 -0.0137 -0.1528 0.325
```
Positions in Å, forces in eV/Å.

Computed properties:
E_LUMO: -0.08 eV
HOMO level: -8.481 eV
Net charge: 0
Gap between HOMO and LUMO: 8.398 eV
2S+1: 1
Total energy: -7390.3636 eV